(1)
DFT (the ωB97M-V functional and the def2-TZVPD basis) results for a structure of composition C26H39Cl3N5O4SSiSn.

## Properties
Charge   +1
LUMO energy   -3.289 eV
HOMO-LUMO gap   7.101 eV

Each line ends with the Löwdin charge.
Geometry (Å):
Sn 1.8461 0.9236 1.5428  1.2031
C 2.8788 1.7148 -2.7663  -0.0024
C 2.6150 1.9994 -1.3174  -0.2557
N 3.3158 1.5560 -0.3523  -0.0529
N 4.4429 0.8427 -0.5524  0.0067
C 5.1411 0.4356 0.5298  -0.8365
N 6.2877 -0.2129 0.3182  0.1327
S 4.6008 0.7696 2.0772  0.6655
C 1.4910 2.8774 -0.9038  -0.2136
C 0.9961 3.8613 -1.7495  0.0045
C -0.0046 4.7046 -1.2869  -0.0219
C -0.4864 4.5355 -0.0013  -0.0311
C 0.0743 3.5403 0.7852  -0.1639
N 1.0343 2.7326 0.3484  -0.0037
H 3.0411 0.6455 -2.9195  0.0775
H 3.7568 2.2619 -3.1196  0.1060
H 2.0306 2.0000 -3.3806  0.0798
H 4.7759 0.6385 -1.4865  0.1598
H 6.6290 -0.4459 -0.5998  0.1227
H 6.7972 -0.5452 1.1187  0.1110
H 1.4077 3.9959 -2.7394  0.1167
H -0.3899 5.4903 -1.9224  0.1198
H -1.2662 5.1693 0.3955  0.1038
H -0.2277 3.3961 1.8164  0.0236
Cl -1.5088 2.8142 7.9076  0.6982
C -0.7842 2.7430 6.3426  -0.6743
C -0.1153 1.5974 5.9527  -0.1195
C 0.4486 1.5560 4.6918  -0.5442
Cl 1.2678 0.1200 4.1630  0.7023
C 0.3854 2.6177 3.7777  -0.4253
O 0.8924 2.5678 2.5635  -0.3994
C -0.3083 3.7562 4.2288  -0.5329
Cl -0.4609 5.0827 3.1352  0.8214
C -0.8827 3.8274 5.4823  -0.1124
H -0.0317 0.7569 6.6266  0.1131
H -1.4149 4.7200 5.7779  0.1126
C -0.0472 -3.8274 -2.7261  -0.0826
C -0.7003 -3.6186 -1.3440  -0.5605
C -2.0114 -4.4271 -1.3654  -0.0814
C 0.2268 -4.2594 -0.2901  -0.0715
Si -1.0875 -1.7702 -0.9320  0.8378
C -1.7195 -0.6913 -2.4014  -0.5702
C -2.7989 -1.4712 -3.1722  -0.0806
C -0.6079 -0.2847 -3.3790  -0.0871
C -2.3574 0.6192 -1.9099  -0.0886
C -2.0518 -1.5020 0.7130  -0.5627
C -3.5519 -1.7657 0.4917  -0.0725
C -1.5654 -2.4667 1.8067  -0.0809
C -1.8738 -0.0786 1.2732  -0.0840
H 0.0582 -4.9025 -2.8913  0.0904
H 0.9404 -3.3842 -2.8032  0.0658
H -0.6633 -3.4328 -3.5347  0.0654
H -1.7824 -5.4678 -1.6069  0.0956
H -2.7040 -4.0526 -2.1204  0.0740
H -2.5132 -4.4200 -0.3973  0.0645
H 0.6145 -5.1992 -0.6893  0.0934
H -0.3140 -4.4936 0.6235  0.0656
H 1.0828 -3.6413 -0.0175  0.0696
H -2.3877 -2.3478 -3.6725  0.0659
H -3.2346 -0.8290 -3.9414  0.0942
H -3.6053 -1.7982 -2.5123  0.0776
H -0.0578 -1.1347 -3.7779  0.0706
H 0.1047 0.3892 -2.8982  0.0589
H -1.0617 0.2458 -4.2211  0.0933
H -3.2537 0.4375 -1.3199  0.0652
H -2.6554 1.2110 -2.7796  0.0934
H -1.6566 1.2133 -1.3214  0.0708
H -3.7330 -2.7776 0.1273  0.0699
H -3.9932 -1.0703 -0.2217  0.0640
H -4.0891 -1.6496 1.4362  0.0965
H -1.7896 -3.5037 1.5610  0.0655
H -2.0852 -2.2391 2.7404  0.0925
H -0.4915 -2.3689 1.9830  0.0850
H -2.3822 0.6741 0.6751  0.0657
H -0.8154 0.1892 1.3412  0.0158
H -2.2957 -0.0361 2.2801  0.0959
O 2.5842 -1.3773 -0.0106  -0.0162
N 1.7025 -1.3054 -0.8556  -0.4528
O 1.8748 -1.3435 -2.0504  0.0780
O 0.4736 -1.0879 -0.3735  -0.1405



(2)
DFT (the ωB97M-V functional and the def2-TZVPD basis) results for a structure of composition C17H22N2O4SeW.

## Properties
Charge   +4
LUMO energy   -16.451 eV
Energy above the lowest of the compared OMol25 structures with the same formula, charge and spin   51.53 kJ/mol
HOMO-LUMO gap   5.547 eV

Each line ends with the Löwdin charge.
Geometry (Å):
W 0.5094 0.0992 0.8493  1.5517
C -3.9242 0.0989 3.2071  0.0151
C -2.9499 -0.5446 2.1795  -0.3574
C -2.7660 -2.0372 2.4440  -0.0284
C -1.6903 0.2528 2.2752  -0.2234
C -1.4549 1.3720 1.4263  -0.0360
C -0.3307 2.2268 1.5891  -0.0406
C 0.6631 1.9770 2.5661  -0.2750
C 1.7998 2.9050 2.7885  0.0368
C 0.4903 0.7690 3.3200  -0.0740
C -0.6571 -0.0449 3.1971  -0.0496
H -4.8755 -0.4273 3.1315  0.1196
H -4.1050 1.1552 3.0071  0.1034
H -3.5519 -0.0162 4.2265  0.1085
H -3.3699 -0.3877 1.1816  0.1559
H -2.5042 -2.2433 3.4834  0.1000
H -2.0195 -2.4947 1.7862  0.0791
H -3.7097 -2.5468 2.2554  0.1168
H -2.1822 1.6085 0.6540  0.1696
H -0.2266 3.0843 0.9299  0.1716
H 2.0729 3.4550 1.8885  0.1205
H 2.6705 2.4096 3.2149  0.1147
H 1.4567 3.6480 3.5236  0.1508
H 1.2448 0.5049 4.0551  0.1514
H -0.7523 -0.9196 3.8334  0.1527
O 0.8144 0.9764 -3.5730  0.4664
C 0.3612 0.3614 -2.7718  0.2193
O 1.6278 0.8973 -0.1245  -0.2799
C -0.5103 -0.7331 -1.9677  -0.4709
O -1.1147 -1.3817 -2.7258  0.3425
O -0.4212 -0.7406 -0.6733  -0.1573
C 5.1516 -1.2979 1.7209  0.0561
N 4.3850 -2.2358 0.8754  -0.0868
C 4.9761 -3.1287 0.0439  0.0651
C 3.9830 -3.8700 -0.5383  0.0666
N 2.7949 -3.4084 -0.0646  -0.0933
C 1.5007 -4.0459 -0.3532  0.0441
C 3.0491 -2.3926 0.7998  -0.5467
Se 1.7908 -1.6456 2.0136  1.0414
H 5.8198 -1.8759 2.3560  0.1320
H 4.4696 -0.7237 2.3419  0.0699
H 5.7261 -0.6312 1.0820  0.1268
H 6.0484 -3.1850 -0.0699  0.1757
H 4.0457 -4.6964 -1.2295  0.1706
H 1.6847 -4.8983 -1.0012  0.1257
H 0.8428 -3.3499 -0.8671  0.0852
H 1.0475 -4.4050 0.5689  0.1135



(3)
DFT (the ωB97M-V functional and the def2-TZVPD basis) results for a structure of composition C47H51BrN5O6P2Re.

## Properties
Charge   +1
LUMO energy (spin up / spin down)   -2.506 / -3.247 eV
Energy above the lowest of the compared OMol25 structures with the same formula, charge and spin   185.09 kJ/mol
2S+1   4
HOMO-LUMO gap (spin up / spin down)   6.576 / 6.664 eV

Each line ends with the Mulliken spin population.
Geometry (Å):
Re 17.7625 -14.7062 6.7885  2.1574
O 18.1452 -15.4780 10.0942  0.0011
N 18.8892 -16.0751 9.1319  0.0337
C 19.8268 -16.8441 9.5761  0.0566
C 20.7772 -17.5583 8.7326  0.0088
C 21.7168 -18.4372 9.4352  -0.0062
C 22.5871 -19.2302 8.7002  -0.0001
C 22.5910 -19.1559 7.3130  0.0003
C 21.7274 -18.3528 6.6158  -0.0018
C 20.8797 -17.4813 7.3388  -0.0011
P 19.7211 -16.4524 6.2153  0.2192
C 18.8722 -17.9874 5.6149  -0.0445
C 18.5837 -18.2217 4.2654  0.0123
C 17.9985 -19.3962 3.8348  -0.0011
C 17.6622 -20.4136 4.7680  0.0007
C 17.8575 -20.1566 6.1288  0.0039
C 18.4405 -18.9453 6.5335  0.0238
C 21.1057 -15.9221 5.1264  0.0070
C 21.2749 -16.1411 3.7384  0.0020
C 22.5542 -15.9675 3.2021  0.0000
C 23.5709 -15.4090 3.9359  0.0009
C 23.3030 -14.9781 5.2020  0.0016
C 22.0958 -15.2593 5.8393  0.0115
H 17.4033 -15.0683 9.5543  0.0068
H 19.8566 -16.9564 10.6822  0.0136
H 21.7206 -18.4497 10.5166  0.0002
H 23.3133 -19.9077 9.0888  -0.0001
H 23.1867 -19.7720 6.7125  0.0000
H 21.7447 -18.2588 5.5348  0.0007
H 18.8752 -17.5502 3.5084  -0.0001
H 17.8505 -19.5644 2.7795  -0.0001
H 17.2238 -21.3263 4.3561  0.0002
H 17.6067 -20.8869 6.8496  -0.0001
H 18.5316 -18.6829 7.5581  0.0028
H 20.5244 -16.5965 3.1537  0.0008
H 22.7704 -16.1964 2.1663  -0.0001
H 24.5713 -15.2774 3.5008  0.0001
H 24.1275 -14.4572 5.7097  0.0003
H 21.8769 -15.0323 6.8576  -0.0020
C 15.2767 -18.5398 7.9854  -0.0018
O 15.6281 -17.4891 7.1359  0.0531
C 15.3556 -17.6968 5.8018  0.0260
C 14.5512 -18.7183 5.3463  -0.0004
C 14.3182 -18.8725 3.9446  0.0157
Br 13.7541 -20.4946 3.3321  0.0009
C 14.6530 -17.8490 3.1271  -0.0116
C 15.3457 -16.6854 3.6287  0.0088
C 15.8157 -16.6540 4.9675  -0.0206
O 16.4442 -15.6305 5.4740  -0.1352
C 15.5144 -15.5371 2.7954  0.0055
N 15.7504 -14.2750 3.2020  -0.0002
C 15.6484 -13.3811 2.1921  -0.0012
C 15.8367 -12.0105 2.1526  -0.0006
C 15.6524 -11.4210 0.9176  0.0018
C 15.3926 -12.1807 -0.2857  0.0003
C 15.2123 -13.5356 -0.2173  0.0010
C 15.3317 -14.1246 1.0134  0.0009
N 15.2625 -15.4362 1.4763  0.0041
H 14.1960 -18.6922 8.0740  0.0017
H 15.7777 -18.2713 8.9330  -0.0026
H 15.7198 -19.4514 7.5896  0.0002
H 14.1320 -19.4786 6.0267  0.0004
H 14.4776 -17.8189 2.0494  0.0009
H 15.9128 -13.9610 4.2266  -0.0085
H 16.0836 -11.4736 3.0497  0.0005
H 15.8319 -10.3806 0.7838  0.0001
H 15.3484 -11.6524 -1.2034  0.0002
H 15.0185 -14.0449 -1.1363  0.0002
H 15.0923 -16.2776 0.8986  -0.0001
O 18.8119 -13.0288 3.1205  0.0156
N 18.5770 -13.9493 3.8425  0.0093
O 18.6287 -15.1563 3.5706  0.0127
O 18.1755 -13.6111 5.0913  0.0593
C 15.0458 -15.6661 10.0779  0.0209
C 14.4254 -15.2864 8.7671  -0.0214
C 13.1542 -15.6750 8.4149  -0.0324
C 12.5979 -15.2573 7.2420  0.0538
C 13.2222 -14.3140 6.4358  -0.0316
C 14.4921 -13.8646 6.7332  0.0484
C 15.1243 -12.6918 5.9469  0.0223
C 15.1184 -14.4372 7.8662  0.0761
N 16.4823 -14.3212 8.0201  0.2624
H 15.4440 -14.8493 10.6764  -0.0039
H 15.8904 -16.3717 9.8907  -0.0018
H 14.2977 -16.2001 10.6576  0.0012
H 12.5382 -16.2177 9.1551  0.0001
H 11.5928 -15.5835 7.0438  0.0022
H 12.7021 -13.9511 5.5607  0.0010
H 14.5109 -12.3804 5.0872  0.0015
H 16.1923 -12.8809 5.7069  0.0044
H 15.0798 -11.8358 6.6239  0.0051
C 18.0368 -10.4223 7.5794  0.0009
C 18.4523 -11.5721 8.5245  0.0122
P 19.3563 -12.9502 7.7616  0.0175
C 20.5957 -13.5491 8.9194  0.0044
C 20.2233 -13.3336 10.3831  0.0037
C 20.4441 -12.1576 6.4639  0.0116
C 21.4531 -11.1646 6.9930  -0.0016
H 17.5591 -9.6951 8.1941  -0.0004
H 17.3574 -10.7956 6.7862  0.0019
H 18.9096 -9.9865 7.1054  0.0005
H 17.5522 -12.0612 8.8525  -0.0006
H 18.9899 -11.0806 9.3541  -0.0011
H 21.5459 -13.0500 8.7180  -0.0007
H 20.9051 -14.5802 8.6547  -0.0062
H 20.4151 -12.2966 10.5856  0.0003
H 20.7990 -13.9884 11.0423  0.0002
H 19.1597 -13.5168 10.6322  -0.0024
H 19.6975 -11.7231 5.7430  0.0029
H 20.9853 -12.8883 5.9130  0.0032
H 21.0110 -10.3944 7.6093  0.0005
H 22.0723 -10.6450 6.2504  -0.0007
H 22.1521 -11.6907 7.6336  0.0003



no.,E (eV)
1,-105339.1995
2,-96282.4393
3,-160041.3766